1.
Density functional theory data (ωB97M-V with the def2-TZVPD basis set) for a structure of composition C12H18CaClN6O4.

Last column: Mulliken charge in e.
Element x y z (Å)
Ca 14.17 -2.25 0.18  1.83
Cl 17.00 -2.22 3.24  1.44
O 16.15 -2.49 2.05  -0.62
O 17.95 -3.26 3.16  -0.59
O 17.67 -0.97 3.15  -0.54
O 16.15 -2.30 4.35  -0.57
C 20.31 -4.98 5.28  -0.47
C 21.09 -4.73 4.04  0.36
N 21.66 -4.52 3.07  -0.41
H 20.27 -6.06 5.40  0.46
H 19.25 -4.74 5.17  -0.30
H 20.78 -4.42 6.09  0.31
C 19.59 -4.28 0.36  -0.40
C 21.04 -4.10 0.28  0.35
N 22.18 -3.99 0.21  -0.46
H 19.14 -3.47 -0.20  0.23
H 19.28 -4.24 1.40  -0.03
H 19.53 -5.26 -0.13  0.37
C 20.54 -1.10 1.76  0.28
C 20.95 0.29 1.61  0.07
N 21.38 1.35 1.50  -0.40
H 21.24 -1.71 1.18  0.18
H 19.54 -1.27 1.36  0.14
H 20.64 -1.48 2.77  -0.33
C 14.53 -1.33 7.21  -0.32
C 14.32 0.09 7.14  0.25
N 14.19 1.23 7.11  -0.37
H 13.96 -1.80 6.41  0.22
H 14.15 -1.78 8.13  0.36
H 15.56 -1.59 7.02  -0.13
C 17.57 -4.21 7.20  -0.23
C 16.58 -4.66 8.21  0.06
N 15.87 -5.06 9.01  -0.38
H 17.88 -4.99 6.50  0.29
H 18.47 -3.87 7.71  0.34
H 17.15 -3.39 6.63  0.00
C 19.85 -1.40 5.61  0.48
C 21.03 -1.27 6.48  0.06
N 21.99 -1.17 7.11  -0.41
H 19.64 -0.34 5.45  0.37
H 18.95 -1.86 6.01  0.00
H 20.14 -1.81 4.65  -0.52

Calculated values
charge = +1
energy relative to the best compared isomer or geometry (same formula, charge and spin) = 8.6463 eV
electronic energy = -60808.0258 eV
E_LUMO = -8.6200 eV
HOMO energy = -12.99 eV

***

2.
Density functional theory data (ωB97M-V with the def2-TZVPD basis set) for a cluster of 2 separate species, C12H18ClF in total.

Last column: Mulliken charge in e.
Element x y z (Å)
C -1.60 1.39 0.02  -1.16
C -1.43 0.06 0.72  -0.74
C 0.06 0.72 -1.73  -1.37
C 0.05 -1.72 -1.61  -1.57
C -0.16 1.73 -0.59  -0.37
C 0.08 -0.59 -0.97  0.64
C 0.04 -0.26 0.50  1.43
C 0.86 1.12 0.55  1.34
C -1.76 -3.57 -1.66  0.07
C 0.67 -1.37 1.39  -1.68
C 0.73 1.84 1.85  -1.59
C 2.30 1.02 0.13  -1.76
F -1.89 -4.48 -0.63  -0.15
Cl -3.07 -2.59 -1.65  0.00
H -2.35 1.38 -0.74  0.51
H -1.67 2.24 0.62  0.42
H -1.52 0.12 1.88  0.48
H -2.12 -0.62 0.18  -0.02
H -0.76 0.85 -2.51  0.38
H 1.06 0.93 -2.31  0.27
H 0.24 -1.79 -2.72  0.27
H -0.05 -2.67 -1.10  0.42
H 0.00 2.73 -0.70  0.77
H 1.00 -2.13 0.65  0.35
H -0.10 -1.91 1.98  0.38
H 1.45 -0.97 1.96  0.39
H -0.36 1.66 2.14  0.31
H 1.04 2.86 1.78  0.46
H 1.23 1.14 2.57  0.40
H 3.03 1.36 0.81  0.48
H 2.45 1.51 -0.92  0.23
H 2.57 0.00 0.11  0.39

Calculated values
energy relative to the best compared isomer or geometry (same formula, charge and spin) = 0.5773 eV
electronic energy = -27970.6534 eV
E_LUMO = -0.4128 eV
HOMO energy = -8.95 eV

***

3.
Density functional theory data (ωB97M-V with the def2-TZVPD basis set) for the molecule C12H18ClN3O4S.

Last column: Mulliken charge in e.
Element x y z (Å)
O 0.07 -0.99 1.94  -0.33
C 0.49 -0.14 2.76  0.44
Cl 2.04 -0.63 3.65  -0.21
C -0.25 1.24 3.03  -0.50
N -1.32 1.58 2.06  -0.24
C -0.90 2.62 1.10  0.29
O -0.91 3.81 1.48  -0.53
O -0.56 2.16 -0.19  -0.11
C -0.37 3.24 -1.14  -0.54
C 0.46 2.63 -2.40  -0.55
C 1.81 1.88 -1.96  -0.78
C 1.62 0.37 -1.47  -0.11
C 0.44 -0.44 -2.18  -0.23
C 0.68 -2.02 -2.29  -0.85
C 0.24 -2.84 -0.98  -0.35
S -1.61 -3.18 -0.90  -0.13
C -1.92 -3.15 0.93  0.40
N -2.81 -2.34 1.70  -0.23
N -2.63 -2.68 3.02  -0.33
C -1.63 -3.71 3.06  0.04
O -1.16 -4.03 1.75  -0.25
H -0.73 1.18 4.06  0.32
H 0.58 2.05 3.10  0.36
H -1.71 0.76 1.59  0.32
H -1.37 3.58 -1.59  0.25
H 0.24 4.12 -0.76  0.35
H 0.79 3.56 -3.01  0.35
H -0.23 2.04 -3.08  0.32
H 2.24 2.47 -1.06  0.29
H 2.62 1.95 -2.77  0.31
H 1.41 0.40 -0.35  -0.21
H 2.61 -0.22 -1.59  0.53
H -0.55 -0.24 -1.66  0.11
H 0.33 -0.02 -3.24  0.36
H 0.08 -2.45 -3.17  0.28
H 1.80 -2.20 -2.46  0.33
H 0.75 -3.87 -0.98  0.41
H 0.61 -2.31 -0.02  0.09
H -1.26 -4.16 4.04  0.35

Calculated values
structure (SMILES) = O=C(Cl)CNC(=O)OCCCCCCCSc1nnco1
energy relative to the best compared isomer or geometry (same formula, charge and spin) = 2.0543 eV
electronic energy = -48749.6711 eV
E_LUMO = 0.2105 eV
HOMO energy = -9.08 eV

***

4.
Density functional theory data (ωB97M-V with the def2-TZVPD basis set) for the molecule C12H18ClNO.

Last column: Mulliken charge in e.
Element x y z (Å)
Cl -3.72 -3.12 0.86  -0.21
C -2.77 -1.78 0.24  0.03
C -3.17 -1.31 -1.15  -0.72
C -1.83 -0.82 -1.72  -0.94
C -0.84 -1.00 -0.54  0.97
C 0.56 -1.33 -1.02  -1.11
C 1.67 -0.99 0.00  -0.73
C 2.73 0.00 -0.52  -0.62
C 2.76 1.38 0.18  -0.87
N 1.52 1.76 0.84  0.28
C 1.32 1.64 2.19  -0.43
C 0.03 2.05 2.47  -0.58
C -0.55 2.44 1.24  -0.61
C 0.39 2.25 0.25  -0.37
O -1.41 -2.09 0.17  -0.48
H -2.88 -0.95 0.94  0.33
H -3.59 -2.11 -1.75  0.31
H -3.93 -0.53 -1.15  0.27
H -1.52 -1.57 -2.45  0.34
H -1.82 0.16 -2.19  0.44
H -0.88 -0.11 0.09  -0.10
H 0.55 -2.41 -1.19  0.37
H 0.71 -0.81 -1.96  0.40
H 1.23 -0.68 0.95  0.46
H 2.19 -1.92 0.21  0.46
H 2.59 0.16 -1.58  0.36
H 3.71 -0.45 -0.36  0.35
H 3.57 1.45 0.90  0.34
H 2.96 2.14 -0.57  0.35
H 2.07 1.27 2.86  0.38
H -0.41 2.07 3.45  0.44
H -1.55 2.81 1.08  0.47
H 0.33 2.40 -0.81  0.41

Calculated values
structure (SMILES) = Cl[C@@H]1CC[C@H](CCCCn2cccc2)O1
energy relative to the best compared isomer or geometry (same formula, charge and spin) = 0.4797 eV
electronic energy = -28795.5340 eV
E_LUMO = 0.8350 eV
HOMO energy = -8.40 eV

***

5.
Density functional theory data (ωB97M-V with the def2-TZVPD basis set) for a structure of composition C12H18FMnO6.

Last column: Mulliken charge in e.
Element x y z (Å)
Mn 2.65 -0.26 -0.52  1.29
F 0.88 -0.59 -0.99  -0.56
O -1.62 2.14 -6.08  -0.53
C -0.98 2.13 -5.08  0.51
O 0.18 1.40 -4.98  -0.39
C 0.66 1.39 -3.64  -0.30
C -0.53 1.90 -2.79  -0.04
C -1.22 2.85 -3.75  -0.64
H 1.52 2.05 -3.55  0.25
H 0.89 0.35 -3.39  0.12
H -0.12 2.43 -1.93  0.21
H -1.14 1.06 -2.46  0.17
H -0.82 3.86 -3.75  0.31
H -2.29 2.93 -3.61  0.29
O 2.24 -0.99 1.44  -0.59
C 1.91 -2.09 1.90  0.75
O 2.49 -2.56 2.95  -0.29
C 1.97 -3.89 3.27  -0.44
C 0.59 -3.89 2.60  -0.58
C 0.85 -3.03 1.37  -0.27
H 1.84 -4.00 4.35  0.33
H 2.71 -4.58 2.89  0.30
H -0.17 -3.44 3.23  0.28
H 0.37 -4.94 2.40  0.34
H -0.01 -2.41 1.11  0.16
H 1.18 -3.56 0.47  0.40
O -2.71 2.83 0.10  -0.55
C -1.89 2.22 0.70  0.44
O -0.98 2.81 1.52  -0.39
C -0.21 1.83 2.24  -0.33
C -1.12 0.60 2.22  0.09
C -1.75 0.71 0.83  -0.08
H -0.06 2.16 3.26  0.36
H 0.72 1.71 1.67  0.10
H -1.81 0.56 3.05  0.42
H -0.50 -0.30 2.16  -0.45
H -2.71 0.22 0.71  0.42
H -1.04 0.38 0.08  -0.11

Calculated values
charge = +1
spin multiplicity = 6
energy relative to the best compared isomer or geometry (same formula, charge and spin) = 0.0000 eV
electronic energy = -59052.0648 eV
E_LUMO (alpha / beta) = -6.4655 / -6.5678 eV
HOMO energy (alpha / beta) = -12.09 / -12.09 eV

***

6.
Density functional theory data (ωB97M-V with the def2-TZVPD basis set) for a structure of composition C12H18INO4Pd.

Last column: Mulliken charge in e.
Element x y z (Å)
Pd -0.65 0.48 -0.69  0.36
O 2.22 1.74 0.07  -0.45
C 2.99 0.79 -0.66  -0.52
C 3.20 -0.50 0.11  -0.61
C 1.91 -1.19 0.58  -0.81
C 1.17 -1.88 -0.53  0.97
C 1.53 -3.18 -0.88  -0.71
C 0.90 -3.84 -1.91  -0.35
C -0.12 -3.18 -2.59  -0.79
C -0.44 -1.90 -2.21  -0.19
N 0.19 -1.26 -1.20  0.28
H 2.63 1.87 0.93  0.31
H 3.96 1.22 -0.93  0.34
H 2.44 0.62 -1.59  0.18
H 3.81 -0.28 0.99  0.35
H 3.79 -1.19 -0.51  0.38
H 1.26 -0.49 1.09  -0.01
H 2.19 -1.96 1.30  0.45
H 2.33 -3.66 -0.32  0.43
H 1.18 -4.85 -2.18  0.41
H -0.65 -3.64 -3.41  0.41
H -1.21 -1.34 -2.71  0.39
C -1.71 2.55 2.38  -1.72
C -2.40 1.80 1.27  2.29
C -3.87 2.14 1.12  -1.71
O -1.73 2.11 -0.01  -0.52
C -2.16 0.26 1.40  -0.04
O -3.07 -0.52 1.50  -0.66
O -0.89 -0.02 1.33  -0.75
H -1.81 3.63 2.24  0.44
H -0.65 2.28 2.41  0.38
H -2.16 2.30 3.34  0.40
H -4.00 3.21 0.99  0.41
H -4.40 1.81 2.01  0.34
H -4.29 1.61 0.27  0.36
H -1.29 2.97 0.00  0.31
I -0.17 1.50 -3.02  -0.36

Calculated values
electronic energy = -33997.8919 eV
E_LUMO = -0.4498 eV
HOMO energy = -8.43 eV